(1)
Entry from the OMol25 dataset: a molecular structure, C11H30BeN2O7 in a non-equilibrium geometry (ωB97M-V/def2-TZVPD).

Last column: Löwdin charge in e.
CARTESIAN COORDINATES (ANGSTROEM)
O (-2.27531, 0.84395, -0.42695)  -0.246
O (-0.33036, -1.86648, -0.71780)  -0.238
O (1.99319, 0.87549, 1.91222)  -0.119
O (-1.00747, 1.91607, 2.10718)  -0.132
O (0.07138, -2.06916, 2.74569)  -0.095
O (-1.61463, -3.28146, 3.22438)  -0.073
O (-1.86911, -1.47263, 2.08997)  -0.062
N (0.50284, 0.99959, -1.40102)  0.087
N (2.03243, -1.72008, 0.57715)  0.055
C (2.02433, -2.04798, -0.80739)  -0.445
C (0.71751, -2.68001, -1.24339)  -0.169
C (0.02113, 3.07296, -2.62158)  -0.065
C (-1.61476, -2.17560, -1.19922)  -0.084
C (-3.66079, 0.76201, -0.25743)  -0.104
C (-1.07430, 1.60752, 3.46228)  -0.142
C (-0.39213, 2.21319, -1.42097)  -0.388
C (3.16310, -3.10625, -0.99006)  -0.057
C (-1.14507, -2.27726, 2.67057)  -1.131
C (2.43801, 2.00565, 1.26186)  -0.183
C (-1.86690, 1.72172, -1.53768)  -0.130
Be (-0.12042, -0.08956, 0.87399)  0.932
H (-2.28722, -1.43311, -0.76958)  0.066
H (1.44430, 1.32119, -1.57522)  0.071
H (-1.85618, 2.10814, 4.03336)  0.088
H (-0.19531, 2.85711, -0.56380)  0.117
H (-1.92934, 1.23918, -2.51305)  0.128
H (2.99241, -1.85174, 0.86214)  0.085
H (2.35028, -1.21193, -1.42615)  0.118
H (-3.81513, 0.16699, 0.64269)  0.104
H (-0.47762, 4.02845, -2.45919)  0.081
H (0.17551, 0.49292, -2.21111)  0.088
H (-1.91619, -3.20167, -0.98843)  0.109
H (2.71875, 0.65672, 2.50154)  0.108
H (4.14662, -2.71287, -0.73307)  0.077
H (-4.22100, 1.69563, -0.20631)  0.094
H (-2.50086, 2.60831, -1.55000)  0.128
H (-0.28728, 2.72784, -3.60843)  0.086
H (3.15310, -3.54655, -1.98712)  0.075
H (0.69220, -2.80015, -2.32646)  0.131
H (1.46986, -2.35803, 1.12180)  0.063
H (1.06487, 3.38665, -2.63917)  0.082
H (-0.76366, 2.83209, 1.95535)  0.085
H (1.67891, 2.75324, 1.03167)  0.067
H (3.19137, 2.52414, 1.85491)  0.094
H (0.59287, -3.68068, -0.82960)  0.144
H (-4.03846, 0.16050, -1.08426)  0.091
H (-1.69763, -2.10613, -2.28384)  0.087
H (2.90939, -3.90760, -0.29611)  0.086
H (-1.36575, 0.55983, 3.53649)  0.079
H (2.86706, 1.72864, 0.29891)  0.073
H (-0.08842, 1.73114, 3.91045)  0.085

Computed properties:
energy above the lowest of the compared OMol25 structures with the same formula, charge and spin: 177.82 kJ/mol
total charge: 0
E_tot: -29601.75115 eV
HOMO level: -5.1 eV
gap between HOMO and LUMO: 4.59 eV

=====

(2)
Entry from the OMol25 dataset: a molecular structure, C2H6N6 in a non-equilibrium geometry (ωB97M-V/def2-TZVPD).

Last column: Löwdin charge in e.
CARTESIAN COORDINATES (ANGSTROEM)
N (2.34442, 0.48991, -0.16684)  0.097
N (-0.61753, -1.40924, -0.22992)  -0.064
N (-2.49052, 0.37992, -0.16227)  0.044
N (-0.05144, 0.54070, 0.36116)  -0.141
N (0.08368, 1.98595, 0.13615)  0.028
N (0.82150, -1.58669, 0.01135)  -0.018
C (1.13091, -0.19404, -0.09018)  -0.398
C (-1.22146, -0.11506, 0.23236)  -0.405
H (0.80680, 1.93304, -0.84878)  0.160
H (-1.20060, -2.33383, 0.12487)  0.186
H (3.00018, -0.35622, -0.28944)  0.065
H (1.04872, -1.89811, 1.23277)  0.244
H (-2.84600, -0.69135, -0.50265)  0.091
H (-0.89648, 2.39724, -0.21734)  0.110

Computed properties:
energy above the lowest of the compared OMol25 structures with the same formula, charge and spin: 486.20 kJ/mol
total charge: 0
E_tot: -11105.25903 eV
HOMO level: -9.1 eV
gap between HOMO and LUMO: 8.62 eV

=====

(3)
Entry from the OMol25 dataset: 2 unconnected molecules or ions with the total composition C3H7NO2 in a non-equilibrium geometry (ωB97M-V/def2-TZVPD).

Last column: Löwdin charge in e.
CARTESIAN COORDINATES (ANGSTROEM)
O (2.90634, 1.64848, -2.77764)  0.033
O (-1.97534, -0.99201, 3.18204)  0.003
N (-1.75087, -2.71746, 1.75125)  0.113
C (2.09385, 1.56879, -1.89569)  -0.312
C (0.68410, 2.08302, -2.17305)  -0.056
C (-1.61411, -1.43099, 2.10938)  -0.437
H (0.48542, 1.65236, -3.15688)  0.079
H (-1.91204, -3.41294, 2.46608)  0.108
H (0.75308, 3.16229, -2.32004)  0.080
H (-1.74635, -3.02058, 0.79422)  0.093
H (-0.15590, 1.80507, -1.54134)  0.064
H (2.26176, 0.91160, -1.02299)  0.112
H (-1.30210, -0.72749, 1.32079)  0.120

Computed properties:
energy above the lowest of the compared OMol25 structures with the same formula, charge and spin: 153.48 kJ/mol
total charge: 0
E_tot: -8808.93819 eV
HOMO level: -10.1 eV
gap between HOMO and LUMO: 10.59 eV